{"formula": "C6H9ClS", "method": "ωB97M-V/def2-TZVPD", "symbols": ["C", "C", "C", "C", "C", "C", "H", "H", "H", "H", "H", "H", "H", "H", "H", "S", "Cl"], "xyz": [[0.54344, 0.71952, -0.40383], [1.24890, -0.53701, -0.98325], [1.31486, -1.49991, 0.22039], [-0.13204, -1.31077, 0.76230], [-0.62102, -0.33399, -0.23808], [-0.13834, -0.90886, -1.57625], [1.45485, 0.61543, 1.82150], [0.32130, 1.42711, -1.20456], [2.13512, -0.39849, -1.60864], [2.07451, -1.15483, 0.96918], [1.55531, -2.56242, -0.11441], [-0.72227, -2.24209, 0.77939], [-0.11557, -0.87991, 1.76139], [-0.25783, -1.97385, -1.76382], [-0.42227, -0.35483, -2.41964], [1.17838, 1.67047, 1.00663], [-2.24541, 0.23662, -0.05966]], "forces_ev_per_angstrom": [[-0.16, -0.78, 0.48], [0.32, 0.26, -0.14], [0.96, -0.62, -0.07], [0.52, -0.96, 0.81], [0.08, 1.13, -1.11], [1.00, -0.98, 0.95], [-0.11, 0.49, -0.35], [-0.08, 0.01, 0.21], [-0.17, -0.20, 0.15], [-0.51, -0.56, -0.69], [-0.30, 1.37, 0.55], [0.19, 0.43, -0.04], [-0.20, -0.09, 0.12], [-0.31, -0.09, 0.12], [-0.39, 0.95, -1.09], [-0.03, -0.54, -0.06], [-0.81, 0.19, 0.16]], "nbo_charge": [-0.342, -0.221, -0.405, -0.439, -0.044, -0.406, 0.117, 0.238, 0.224, 0.211, 0.221, 0.227, 0.218, 0.206, 0.218, -0.013, -0.010], "mol_weight_da": 148.66, "e_homo_ev": -9.1252, "e_above_lowest_ev": 0.166, "lumo_ev": 0.801, "gap_ha": 0.365}